(1)
Entry from the Open Molecules 2025 dataset: a molecular structure, C8H27BrCuN9O5 (ωB97M-V/def2-TZVPD).

Atoms and positions in Å:
Cu  0.4862  -1.9303  1.0662
Br  1.2819  -4.3512  4.1212
C  1.1221  -5.9313  -2.5594
O  0.7712  -4.9984  -1.8415
N  2.2416  -5.9754  -3.1983
N  0.3872  -6.9442  -2.9538
H  2.9049  -5.2143  -3.1699
H  2.2442  -6.7900  -3.7954
H  -0.5989  -6.9284  -2.7361
H  0.7480  -7.4896  -3.7235
C  -4.8724  -1.6722  1.6449
O  -3.7718  -2.1022  1.2860
N  -5.7715  -2.2750  2.4581
N  -5.3260  -0.4657  1.3160
H  -6.4509  -1.7955  3.0313
H  -5.3535  -3.1153  2.8311
H  -4.9121  -0.0547  0.4915
H  -6.0884  0.0173  1.7695
C  -1.3873  0.8903  -3.2993
O  -0.9383  0.4072  -2.2846
N  -1.9341  2.0216  -3.3652
N  -1.4517  0.3023  -4.4745
H  -2.3116  2.4639  -4.1910
H  -1.8954  2.5535  -2.5075
H  -1.8083  0.7318  -5.3163
H  -1.1332  -0.6516  -4.3813
C  4.8618  0.0831  -1.4313
O  4.0536  -0.5236  -0.7496
N  4.5917  0.8367  -2.4854
N  6.1011  -0.1424  -1.3433
H  3.6712  1.2025  -2.6826
H  5.3985  0.9392  -3.0843
H  6.4623  -0.7471  -0.6194
H  6.7102  0.2662  -2.0377
C  1.8962  2.3639  3.6220
C  0.5107  2.9249  3.1719
C  0.5595  3.9218  1.9593
O  -0.7579  4.1305  1.4948
C  -1.6007  4.9445  2.2901
N  -0.3456  1.7411  2.8568
H  2.5840  3.1653  3.8921
H  2.4628  1.7899  2.8889
H  1.7975  1.7948  4.5464
H  0.1066  3.5258  3.9866
H  1.1878  3.3958  1.2404
H  0.9886  4.8148  2.4137
H  -2.5446  5.1404  1.7815
H  -1.1455  5.7507  2.8654
H  -1.8789  4.2301  3.0650
H  -1.1022  2.2120  2.3814
H  -0.7503  1.5367  3.7593

Output
- 2S+1 = 2
- charge = +1
- F_max (hartree/bohr) = 0.1502
- calculated total energy (eV) = -147055.8310
- ΔE to the lowest compared entry with this formula, charge and spin (kJ/mol) = 867.8
- highest occupied orbital energy (spin up / spin down) (eV) = -11.48 / -11.48



(2)
Entry from the Open Molecules 2025 dataset: 2 unconnected molecules or ions with the total composition C6H16N2 (ωB97M-V/def2-TZVPD).

Atoms and positions in Å:
C  2.5167  0.3626  1.1310
C  2.7146  0.0661  -0.3301
C  1.7426  0.1202  -1.2800
N  1.9295  -0.1186  -2.6541
H  1.4365  0.5111  1.4022
H  2.8876  -0.5038  1.7373
H  3.0356  1.2300  1.4255
H  3.7139  -0.2170  -0.6494
H  0.6839  0.4048  -1.0149
H  1.1911  -0.6634  -3.0861
H  2.8397  -0.5232  -2.8620
C  -1.4520  -0.8422  1.5242
N  -1.4300  0.1576  0.4513
C  -1.7472  -0.4780  -0.8169
C  -2.3717  1.2298  0.7223
H  -0.7144  -1.6420  1.3245
H  -2.4617  -1.3250  1.6471
H  -1.1740  -0.3726  2.4624
H  -1.6611  0.2342  -1.6508
H  -1.0650  -1.3339  -1.0181
H  -2.8004  -0.8797  -0.8617
H  -2.3195  1.9878  -0.1059
H  -2.0851  1.7432  1.6681
H  -3.4093  0.8521  0.8340

Output
- charge = 0
- F_max (hartree/bohr) = 0.0419
- SMILES = C/C=C/N.CN(C)C
- calculated total energy (eV) = -9460.5203
- ΔE to the lowest compared entry with this formula, charge and spin (kJ/mol) = 149.9
- highest occupied orbital energy (eV) = -7.81



(3)
Entry from the Open Molecules 2025 dataset: a single C5H10N2O molecule (ωB97M-V/def2-TZVPD).

Atoms and positions in Å:
C  -0.9443  0.6516  -1.5752
C  0.0148  -0.7592  2.0391
C  0.1046  0.2994  -0.5618
C  0.0277  0.2165  0.9238
N  0.3283  -1.9543  -1.0096
C  0.8339  1.2904  0.3911
O  0.3423  2.6111  0.3935
N  0.9195  -0.8226  -0.5775
H  -0.5034  2.6068  0.8579
H  -0.3587  -1.9086  -1.7547
H  0.9522  -2.7456  -1.0334
H  1.9234  1.2934  0.3876
H  -0.5220  0.6453  -2.5844
H  -1.3086  1.6567  -1.3647
H  -1.7964  -0.0316  -1.5376
H  -0.3508  -1.7279  1.6880
H  1.0038  -0.8965  2.4897
H  -0.6663  -0.4251  2.8282

Output
- charge = 0
- F_max (hartree/bohr) = 0.0130
- calculated total energy (eV) = -10370.3378
- ΔE to the lowest compared entry with this formula, charge and spin (kJ/mol) = 479.3
- highest occupied orbital energy (spin up / spin down) (eV) = -7.34 / -7.34



(4)
Entry from the Open Molecules 2025 dataset: 2 unconnected molecules or ions with the total composition C3H7OS (ωB97M-V/def2-TZVPD).

Atoms and positions in Å:
C  -0.6943  -1.7015  1.9999
S  -1.2238  -1.8220  0.2447
H  -0.9035  -2.6446  2.5023
H  0.3732  -1.4971  2.0568
H  -1.2371  -0.9103  2.5154
C  1.1510  1.9352  -1.7865
C  0.4903  0.9150  -1.2338
O  -0.7447  0.9997  -0.7509
H  2.1539  1.8049  -2.1655
H  0.7083  2.9186  -1.8722
H  0.9330  -0.0786  -1.1429
H  -1.0064  0.0807  -0.3673

Output
- charge = -1
- F_max (hartree/bohr) = 0.0101
- calculated total energy (eV) = -16107.7438
- ΔE to the lowest compared entry with this formula, charge and spin (kJ/mol) = 51.5
- highest occupied orbital energy (eV) = -2.96